Below is 18 unconnected molecules or ions with the total composition C18H72N18O18 at a distorted geometry, with properties calculated with ωB97M-V/def2-TZVPD.

Output
* electronic energy: -83517.1460 eV
* LUMO: 0.0336 eV

```
126
Properties=species:S:1:pos:R:3:mulliken_charge:R:1
C 7.220 -2.513 1.301 -0.62
O 7.067 -3.318 0.041 -0.53
H 7.698 -3.098 2.053 0.37
H 7.799 -1.629 1.070 0.22
H 6.294 -2.239 1.742 0.24
H 6.866 -4.265 0.297 0.31
C -5.027 -2.913 -1.547 -0.54
O -3.609 -3.073 -1.476 -0.25
H -5.249 -1.841 -1.591 0.14
H -5.411 -3.363 -2.458 0.33
H -5.387 -3.297 -0.578 0.24
H -3.083 -2.991 -2.256 0.33
C 5.419 0.842 1.841 -0.60
O 4.266 0.741 0.976 -0.34
H 6.255 0.572 1.191 0.27
H 5.533 1.872 2.228 0.31
H 5.412 0.076 2.559 0.20
H 3.662 1.392 1.373 0.21
C -0.980 4.868 0.364 -0.71
O -1.396 3.583 -0.199 0.36
H -0.158 4.672 1.048 0.34
H -0.620 5.457 -0.564 0.13
H -1.843 5.435 0.757 0.23
H -1.940 3.733 -0.988 -0.13
C -1.637 -1.604 1.334 -0.61
O -2.344 -1.036 0.275 -0.10
H -1.173 -2.550 0.994 0.17
H -0.807 -0.871 1.551 0.06
H -2.256 -1.856 2.204 0.39
H -2.902 -1.673 -0.105 0.07
C -0.942 -1.564 5.907 -0.45
O -2.059 -2.445 6.237 -0.56
H -0.953 -1.018 4.960 0.11
H -0.814 -0.785 6.682 0.25
H -0.028 -2.176 5.903 0.28
H -2.194 -3.084 5.522 0.39
C -1.700 -5.681 4.997 -0.72
O -1.797 -4.445 4.259 -0.43
H -2.348 -6.477 4.627 0.27
H -0.693 -6.036 5.040 0.34
H -2.087 -5.504 6.062 0.27
H -1.166 -4.541 3.516 0.25
C -4.835 1.885 -0.085 -0.49
O -4.298 0.783 -0.792 -0.46
H -4.104 2.543 0.278 0.02
H -5.707 2.281 -0.658 0.31
H -5.522 1.547 0.778 0.26
H -3.595 0.419 -0.160 0.36
C 0.563 0.071 -0.921 -0.44
O 0.636 1.475 -0.548 -0.24
H 1.058 -0.551 -0.133 0.28
H -0.471 -0.190 -1.001 -0.08
H 1.160 -0.112 -1.853 0.19
H 0.088 2.042 -1.124 -0.04
C -1.904 -5.450 0.824 0.60
O -1.189 -5.719 1.815 -0.68
N -3.166 -4.824 1.160 -0.47
N -1.647 -5.795 -0.483 -0.43
H -3.557 -4.066 0.591 0.24
H -2.985 -4.408 2.075 0.23
H -2.092 -5.217 -1.208 0.24
H -0.746 -6.244 -0.592 0.25
C -2.701 0.504 -4.027 0.51
O -1.747 0.407 -4.799 -0.81
N -3.126 1.686 -3.480 -0.26
N -3.510 -0.516 -3.670 -0.45
H -3.666 1.573 -2.622 0.30
H -2.551 2.487 -3.634 0.17
H -3.986 -0.442 -2.734 0.11
H -3.115 -1.454 -3.810 0.45
C 3.718 -3.679 -2.046 0.51
O 2.744 -4.053 -2.656 -0.73
N 5.023 -3.924 -2.553 -0.37
N 3.705 -2.891 -0.854 -0.24
H 5.209 -4.501 -3.346 0.20
H 5.736 -3.445 -2.002 0.15
H 2.820 -3.073 -0.326 0.23
H 4.521 -2.782 -0.282 0.16
C -0.698 -2.859 -3.962 0.61
O -1.927 -2.858 -3.596 -0.87
N -0.254 -2.009 -4.933 -0.40
N 0.195 -3.766 -3.439 -0.25
H 0.752 -1.920 -5.043 0.19
H -0.824 -1.180 -5.221 0.30
H -0.062 -4.349 -2.655 0.14
H 1.208 -3.540 -3.589 0.17
C -3.654 6.174 -2.281 0.37
O -3.452 5.438 -1.357 -0.55
N -4.314 7.346 -1.940 -0.59
N -3.152 5.928 -3.536 -0.23
H -5.070 7.578 -2.587 0.24
H -4.737 7.122 -1.075 0.33
H -2.452 5.229 -3.721 0.26
H -3.288 6.610 -4.255 0.20
C 3.912 2.766 -2.040 0.62
O 3.432 3.170 -3.057 -0.74
N 3.850 3.539 -0.943 -0.23
N 4.467 1.491 -1.961 -0.39
H 4.237 3.220 -0.116 0.09
H 3.739 4.549 -1.074 0.22
H 4.639 1.136 -1.023 0.21
H 4.331 0.873 -2.738 0.20
C 3.141 1.778 4.638 0.55
O 3.295 1.986 3.415 -0.70
N 4.247 1.356 5.298 -0.45
N 1.994 1.880 5.430 -0.48
H 5.115 1.295 4.756 0.22
H 4.261 1.565 6.265 0.21
H 1.095 1.791 4.957 0.39
H 2.101 1.185 6.188 0.30
C -0.139 3.632 -3.509 0.40
O -1.224 3.865 -4.066 -0.92
N 0.655 4.539 -2.896 -0.20
N 0.304 2.361 -3.400 -0.02
H 0.402 5.456 -3.295 0.29
H 1.636 4.362 -2.830 0.12
H -0.104 1.622 -3.912 0.06
H 1.254 2.190 -3.047 0.06
C -0.759 2.108 2.939 0.38
O -0.465 1.783 4.088 -0.83
N 0.317 2.326 2.023 0.40
N -2.072 2.283 2.524 -0.14
H 0.294 2.154 1.044 0.19
H 1.196 2.225 2.553 -0.02
H -2.838 2.248 3.145 0.22
H -2.233 2.592 1.562 -0.05
```